No. 1
C16H13ClN7O4PtS2 as an isolated structure, computed with the ωB97M-V functional and the def2-TZVPD basis.

E_LUMO (alpha / beta) ... -0.141 / -0.163 hartree
Expectation value of S² ... 2.004
Net charge ... +1
Strongest force on any atom ... 0.381 eV/A
Molar mass ... 661.990 g/mol
Kohn-Sham gap (alpha / beta) ... 7.59 / 7.70 eV
Energy relative to the best compared isomer or geometry (same formula, charge and spin) ... 0.000 eV
E_tot ... -72850.1566 eV
Multiplicity ... 3

Each line ends with the Mulliken spin population.
Element x y z (Å)
1 Pt -0.24 -0.34 0.05  1.483
2 S 5.23 0.69 5.19  0.000
3 N 3.66 0.40 5.39  0.000
4 C 3.13 0.31 4.19  0.000
5 C 1.75 0.01 3.90  0.006
6 C 0.78 -0.22 4.88  0.000
7 C -0.51 -0.49 4.49  0.004
8 C -0.81 -0.53 3.13  0.003
9 N 0.10 -0.32 2.19  0.115
10 C 1.37 -0.04 2.55  0.007
11 C 2.33 0.21 1.48  -0.050
12 N 1.87 0.16 0.22  0.100
13 C 2.70 0.37 -0.79  0.007
14 C 4.05 0.65 -0.60  0.003
15 C 4.54 0.71 0.69  0.005
16 C 3.67 0.49 1.76  0.004
17 C 4.07 0.53 3.15  -0.001
18 N 5.29 0.80 3.59  0.000
19 H 1.06 -0.18 5.92  0.000
20 H -1.29 -0.67 5.21  0.000
21 H -1.82 -0.75 2.78  0.005
22 H 2.26 0.32 -1.79  0.005
23 H 4.69 0.82 -1.45  0.000
24 H 5.58 0.93 0.88  0.000
25 O -1.13 -3.14 -2.27  0.010
26 Cl -1.61 -1.84 -2.03  0.012
27 O -2.69 -1.46 -2.85  0.011
28 O -0.50 -0.85 -2.15  0.054
29 O -2.02 -1.70 -0.59  0.050
30 C 0.10 5.52 -1.09  0.000
31 C -0.57 5.08 0.21  0.000
32 C -1.18 3.72 0.07  0.006
33 N -0.53 2.63 0.20  0.003
34 N -1.31 1.52 -0.02  0.150
35 C -2.56 1.78 -0.32  0.002
36 N -3.51 0.86 -0.52  -0.005
37 S -2.85 3.49 -0.39  0.015
38 H 0.55 6.51 -0.97  0.000
39 H -0.62 5.57 -1.91  0.000
40 H 0.89 4.82 -1.37  0.000
41 H -1.34 5.80 0.50  0.000
42 H 0.15 5.03 1.02  0.000
43 H -3.23 -0.11 -0.60  -0.005
44 H -4.38 1.13 -0.95  0.000

No. 2
C36H36AsBrN11OSTi as an isolated structure in a non-equilibrium geometry, computed with the ωB97M-V functional and the def2-TZVPD basis.

E_LUMO (alpha / beta) ... 0.066 / 0.071 hartree
Expectation value of S² ... 2.010
Net charge ... -1
Strongest force on any atom ... 6.905 eV/A
Molar mass ... 873.520 g/mol
Kohn-Sham gap (alpha / beta) ... 3.42 / 6.35 eV
Energy relative to the best compared isomer or geometry (same formula, charge and spin) ... 0.000 eV
E_tot ... -221182.8915 eV
Multiplicity ... 3

Each line ends with the Mulliken spin population.
Element x y z (Å)
1 Ti 0.56 0.16 -1.20  1.650
2 C 3.99 3.93 2.24  0.000
3 C 2.58 3.93 2.92  0.000
4 N 1.86 2.71 2.77  0.002
5 C 0.52 2.64 2.41  -0.001
6 C 0.15 3.08 0.97  0.007
7 S 1.13 2.49 -0.46  0.112
8 C 2.47 3.70 -0.60  0.042
9 C 3.94 3.32 -0.23  0.001
10 N 4.14 2.91 1.16  0.001
11 H 4.71 3.70 3.02  0.000
12 H 4.12 4.94 1.82  0.000
13 H 2.08 4.81 2.51  0.000
14 H 2.74 4.22 3.98  0.000
15 H 2.41 2.04 2.31  -0.001
16 H -0.01 3.24 3.15  0.002
17 H 0.30 1.57 2.62  0.003
18 H 0.20 4.18 0.90  0.000
19 H -0.88 2.76 0.64  -0.003
20 H 2.21 4.68 -0.13  0.002
21 H 2.45 3.93 -1.71  -0.003
22 H 4.63 4.19 -0.38  0.001
23 H 4.31 2.50 -0.85  -0.001
24 H 5.03 2.36 1.23  0.000
25 N 4.08 -0.85 -1.94  0.009
26 C 3.52 0.06 -2.81  0.028
27 N 4.02 0.77 -3.79  -0.002
28 N 2.99 1.45 -4.32  0.014
29 N 1.92 1.34 -3.51  0.012
30 N 2.24 0.47 -2.56  -0.036
31 C 3.46 -1.25 -0.74  0.012
32 N 4.02 -2.08 0.15  -0.002
33 N 3.07 -2.13 1.17  0.009
34 N 2.03 -1.48 0.85  0.006
35 N 2.21 -0.88 -0.38  0.030
36 H 5.05 -1.01 -2.05  0.000
37 Br -2.06 1.60 -2.20  0.008
38 C -1.39 1.04 -3.94  -0.026
39 C -1.74 1.74 -5.09  0.012
40 C -1.24 1.28 -6.31  -0.007
41 C -0.65 0.07 -6.48  0.007
42 C -0.38 -0.70 -5.34  0.002
43 C 0.08 -2.02 -5.50  0.043
44 C 0.25 -2.80 -4.36  -0.021
45 C 0.23 -2.20 -3.02  0.154
46 C -0.22 -0.93 -2.84  -0.066
47 C -0.62 -0.19 -4.04  -0.030
48 H -2.21 2.75 -4.97  0.000
49 H -1.25 1.95 -7.21  0.000
50 H -0.29 -0.24 -7.46  0.000
51 H 0.36 -2.37 -6.47  0.005
52 H 0.44 -3.84 -4.48  -0.001
53 H 0.58 -2.80 -2.19  -0.001
54 O -0.56 -0.62 0.09  -0.104
55 As -1.65 -1.29 1.37  0.036
56 C -3.41 -1.13 0.57  0.011
57 C -3.54 -1.78 -0.65  -0.005
58 C -4.80 -2.01 -1.19  -0.002
59 C -5.96 -1.45 -0.59  0.005
60 C -5.82 -0.87 0.71  0.000
61 C -4.56 -0.64 1.25  0.001
62 C -1.43 -0.33 2.99  0.012
63 C -0.67 -0.91 4.06  0.011
64 C -0.45 -0.25 5.22  -0.003
65 C -1.21 0.93 5.47  0.022
66 C -1.98 1.50 4.49  -0.011
67 C -1.98 0.94 3.17  0.019
68 C -1.33 -3.19 1.84  0.010
69 C -2.06 -3.73 2.90  0.003
70 C -1.98 -5.11 3.19  0.000
71 C -1.23 -5.93 2.33  0.004
72 C -0.53 -5.37 1.27  0.000
73 C -0.61 -4.05 1.02  0.001
74 H -2.64 -1.98 -1.27  0.008
75 H -4.77 -2.60 -2.12  -0.001
76 H -6.93 -1.62 -1.04  0.001
77 H -6.69 -0.53 1.22  0.000
78 H -4.49 -0.15 2.22  -0.002
79 H -0.11 -1.83 3.89  0.002
80 H 0.13 -0.71 6.00  0.000
81 H -1.12 1.33 6.48  0.004
82 H -2.58 2.42 4.70  -0.001
83 H -2.50 1.52 2.37  0.005
84 H -2.72 -3.14 3.53  0.001
85 H -2.46 -5.47 4.12  0.000
86 H -1.17 -6.99 2.53  0.001
87 H -0.08 -6.03 0.54  0.000
88 H -0.20 -3.69 0.04  0.001